83
Properties=species:S:1:pos:R:3:lowdin_charge:R:1 method="wB97M-V/def2-TZVPD" lumo_ev=1.3049 total_charge=-1 spin_multiplicity=1 e_tot_ev=-181947.67682 homo_lumo_gap_ev=7.1
O -3.98 -0.43 -1.05 -0.051
C -3.44 0.74 -1.15 -0.169
C -2.84 1.59 0.10 -0.185
S -0.97 1.74 -0.19 0.645
O -0.83 2.66 -1.42 -0.438
O -0.44 2.41 1.11 -0.443
N -0.29 0.17 -0.39 -0.388
S 1.04 0.17 -1.49 0.395
O 1.92 1.43 -1.43 -0.448
O 0.49 -0.11 -2.91 -0.475
P 2.43 -1.48 -1.11 0.443
O 3.30 -1.63 -2.62 -0.485
I 1.22 -3.61 -0.81 0.298
H -3.36 1.26 -2.20 0.141
H -3.23 2.70 0.07 0.129
H -3.10 1.16 1.14 0.057
H 3.90 -2.42 -2.52 0.055
C 7.68 -0.64 -0.49 -0.184
C 7.71 0.43 -1.58 -0.170
O 7.14 -0.19 -2.73 -0.186
S 6.01 -1.26 -2.25 0.688
O 4.72 -0.64 -2.33 -0.315
O 6.30 -2.53 -2.86 -0.226
O 6.44 -1.34 -0.68 -0.182
H 8.50 -1.36 -0.62 0.080
H 7.73 -0.22 0.51 0.141
H 8.72 0.78 -1.79 0.118
H 7.08 1.28 -1.30 0.136
C -4.50 2.99 4.88 -0.171
C -3.23 2.18 5.10 -0.165
O -3.60 0.83 4.83 -0.181
S -4.75 0.81 3.68 0.692
O -4.11 0.57 2.41 -0.236
O -5.86 0.04 4.15 -0.237
O -5.14 2.39 3.75 -0.184
H -5.18 2.90 5.73 0.131
H -4.29 4.04 4.68 0.139
H -2.85 2.27 6.12 0.138
H -2.45 2.46 4.39 0.140
C -4.46 -1.48 -4.60 -0.167
C -5.04 -2.10 -3.34 -0.185
O -6.07 -2.98 -3.80 -0.198
S -5.65 -3.58 -5.25 0.656
O -5.06 -4.88 -5.04 -0.240
O -6.72 -3.35 -6.17 -0.246
O -4.45 -2.53 -5.57 -0.195
H -5.10 -0.68 -4.98 0.131
H -3.45 -1.09 -4.45 0.142
H -5.45 -1.35 -2.66 0.115
H -4.30 -2.70 -2.81 0.136
C 12.81 -3.03 -0.54 -0.172
C 11.83 -3.58 -1.56 -0.168
O 10.62 -2.85 -1.36 -0.183
S 10.99 -1.34 -0.86 0.666
O 10.96 -0.47 -2.00 -0.215
O 10.27 -1.07 0.35 -0.232
O 12.55 -1.62 -0.48 -0.188
H 12.62 -3.45 0.46 0.134
H 13.85 -3.21 -0.82 0.136
H 11.65 -4.65 -1.44 0.139
H 12.17 -3.38 -2.58 0.135
C -7.32 -2.97 6.31 -0.171
C -6.12 -3.26 5.42 -0.169
O -5.03 -3.47 6.32 -0.188
S -5.59 -4.14 7.69 0.660
O -5.39 -5.56 7.62 -0.236
O -5.14 -3.34 8.80 -0.236
O -7.17 -3.83 7.44 -0.199
H -7.30 -1.93 6.67 0.132
H -8.26 -3.16 5.81 0.136
H -5.90 -2.44 4.74 0.116
H -6.26 -4.18 4.85 0.135
C -1.60 6.98 -2.56 -0.169
C -2.08 5.64 -3.11 -0.167
O -3.35 5.42 -2.50 -0.193
S -4.07 6.85 -2.25 0.655
O -4.99 7.09 -3.33 -0.242
O -4.46 6.92 -0.87 -0.240
O -2.77 7.79 -2.47 -0.202
H -1.19 6.86 -1.55 0.136
H -0.85 7.45 -3.20 0.134
H -1.39 4.83 -2.89 0.126
H -2.23 5.70 -4.20 0.132